Record 1
This record from the Open Molecules 2025 dataset describes C4H9NO2 in the gas phase. The level of theory is ωB97M-V with the def2-TZVPD basis set.

## Properties
LUMO   0.81 eV
Gap between HOMO and LUMO   10.845 eV
Calculated total energy   -9879.450 eV
Structure (SMILES)   C[C@@H](O)CC(N)=O
Relative energy (zero: lowest compared OMol25 entry of this formula, charge and spin)   14.1 kcal per mole

Bonds (Å) are listed after each position.
Cartesian coordinates (Å):
1 C 2.190 -0.396 -0.432  C2 1.526, H8 1.096, H9 1.097, H10 1.094
2 C 1.003 0.559 -0.343  C1 1.526, O3 1.418, C4 1.537, H11 1.103
3 O 0.239 0.470 -1.534  C2 1.418, H12 0.971
4 C 0.087 0.204 0.840  C2 1.537, C5 1.548, H13 1.096, H14 1.096
5 C -1.318 0.853 0.797  C4 1.548, N6 1.380, O7 1.217
6 N -2.277 0.256 0.005  C5 1.380, H15 1.011, H16 1.007
7 O -1.602 1.830 1.464  C5 1.217
8 H 1.852 -1.438 -0.472  C1 1.096
9 H 2.848 -0.281 0.438  C1 1.097
10 H 2.780 -0.193 -1.331  C1 1.094
11 H 1.393 1.584 -0.226  C2 1.103
12 H -0.576 0.957 -1.329  O3 0.971
13 H -0.043 -0.884 0.846  C4 1.096
14 H 0.563 0.508 1.778  C4 1.096
15 H -3.237 0.525 0.175  N6 1.011
16 H -2.112 -0.497 -0.643  N6 1.007

Atom charges from the natural (NBO) analysis, given in e for atoms 1 to 4: C -0.62; C 0.11; O -0.72; C -0.52

---

Record 2
This record from the Open Molecules 2025 dataset describes C4H9NO2 in the gas phase. The level of theory is ωB97M-V with the def2-TZVPD basis set.

## Properties
LUMO   0.62 eV
Gap between HOMO and LUMO   10.180 eV
Calculated total energy   -9877.361 eV
Structure (SMILES)   N[C@@H](C=O)CCO
Relative energy (zero: lowest compared OMol25 entry of this formula, charge and spin)   62.2 kcal per mole

Bonds (Å) are listed after each position.
Cartesian coordinates (Å):
1 N -1.394 -0.388 0.789  C2 1.425, H8 1.015, H9 1.043
2 C -0.100 0.154 0.538  N1 1.425, C3 1.543, C5 1.580, H10 1.155
3 C 1.043 0.062 1.571  C2 1.543, O4 1.208, H11 1.098
4 O 1.316 -0.928 2.207  C3 1.208
5 C 0.579 -0.311 -0.811  C2 1.580, C6 1.518, H12 1.104, H13 1.105
6 C -0.448 -0.065 -1.901  C5 1.518, O7 1.440, H14 1.106, H15 1.094
7 O -0.679 1.324 -2.205  C6 1.440, H16 0.961
8 H -1.667 -0.091 1.720  N1 1.015
9 H -1.291 -1.417 0.923  N1 1.043
10 H -0.248 1.296 0.454  C2 1.155
11 H 1.289 1.068 1.937  C3 1.098
12 H 1.557 0.200 -0.836  C5 1.104
13 H 0.991 -1.327 -0.950  C5 1.105
14 H -0.262 -0.490 -2.905  C6 1.106
15 H -1.451 -0.394 -1.612  C6 1.094
16 H -0.743 1.849 -1.404  O7 0.961

Atom charges from the natural (NBO) analysis, given in e for atoms 1 to 4: N -0.81; C -0.13; C 0.42; O -0.51

---

What did the first record say?
This record from the Open Molecules 2025 dataset describes C4H9NO2 in the gas phase. The level of theory is ωB97M-V with the def2-TZVPD basis set.

## Properties
LUMO   0.81 eV
Gap between HOMO and LUMO   10.845 eV
Calculated total energy   -9879.450 eV
Structure (SMILES)   C[C@@H](O)CC(N)=O
Relative energy (zero: lowest compared OMol25 entry of this formula, charge and spin)   14.1 kcal per mole

Bonds (Å) are listed after each position.
Cartesian coordinates (Å):
1 C 2.190 -0.396 -0.432  C2 1.526, H8 1.096, H9 1.097, H10 1.094
2 C 1.003 0.559 -0.343  C1 1.526, O3 1.418, C4 1.537, H11 1.103
3 O 0.239 0.470 -1.534  C2 1.418, H12 0.971
4 C 0.087 0.204 0.840  C2 1.537, C5 1.548, H13 1.096, H14 1.096
5 C -1.318 0.853 0.797  C4 1.548, N6 1.380, O7 1.217
6 N -2.277 0.256 0.005  C5 1.380, H15 1.011, H16 1.007
7 O -1.602 1.830 1.464  C5 1.217
8 H 1.852 -1.438 -0.472  C1 1.096
9 H 2.848 -0.281 0.438  C1 1.097
10 H 2.780 -0.193 -1.331  C1 1.094
11 H 1.393 1.584 -0.226  C2 1.103
12 H -0.576 0.957 -1.329  O3 0.971
13 H -0.043 -0.884 0.846  C4 1.096
14 H 0.563 0.508 1.778  C4 1.096
15 H -3.237 0.525 0.175  N6 1.011
16 H -2.112 -0.497 -0.643  N6 1.007

Atom charges from the natural (NBO) analysis, given in e for atoms 1 to 4: C -0.62; C 0.11; O -0.72; C -0.52

---

> Among the records above, which one has the lowest gap between HOMO and LUMO?

number 2

---

> What is the formula in the first record?

C4H9NO2